Computed, not measured: the ion C4H13N2 with charge +2 in a non-equilibrium geometry, with ωB97M-V with the def2-TZVPD basis set.

The frontier orbital gap (spin up / spin down) is 0.5424 / 0.3412 Ha. The HOMO energy (spin up / spin down) comes out at -0.807 / -0.809 hartree. The lowest unoccupied orbital energy (spin up / spin down) is -7.1905 / -12.7372 eV.

```
! RIJCOSX wB97M-V def2-TZVPD def2/J DEFGRID3
* xyz 2 2
N -2.127 -0.649 -1.807
C -0.975 0.040 -1.355
C -0.475 -0.487 0.010
N 0.841 0.106 0.383
C 1.482 -0.732 1.486
C 0.731 1.541 0.798
H -2.157 -1.676 -1.892
H -2.825 -0.220 -2.425
H 1.476 0.052 -0.419
H -1.181 1.112 -1.381
H -0.180 -0.161 -2.103
H -0.389 -1.571 -0.016
H -1.177 -0.179 0.787
H 2.174 -0.122 2.050
H 1.911 -1.624 1.028
H 0.685 -1.078 2.138
H -0.018 1.632 1.583
H 0.515 2.158 -0.073
H 1.689 1.857 1.206
*
```

=====

Computed, not measured: a cluster of 2 separate species, C4H13N2O in total, with ωB97M-V with the def2-TZVPD basis set.

The frontier orbital gap is 0.2627 Ha. The HOMO energy comes out at -0.110 hartree. The lowest unoccupied orbital energy is 4.1514 eV.

```
! RIJCOSX wB97M-V def2-TZVPD def2/J DEFGRID3
* xyz -1 1
N 3.419 -1.529 0.321
C 2.377 -0.610 0.851
O 1.185 -0.655 0.241
H 3.457 -1.368 -0.680
H 3.060 -2.471 0.423
H 2.325 -0.863 1.924
H 2.845 0.399 0.808
C -1.863 -0.201 -1.314
C -1.611 0.973 -0.358
C -1.733 0.499 1.085
N -0.306 1.575 -0.534
H -2.864 -0.617 -1.205
H -1.708 0.112 -2.348
H -1.130 -0.980 -1.104
H -2.379 1.734 -0.536
H -1.629 1.349 1.762
H -2.709 0.030 1.257
H -0.915 -0.202 1.285
H -0.225 1.998 -1.448
H 0.404 0.828 -0.429
*
```

=====

Computed, not measured: a cluster of 3 separate species, C4H13N2O in total in a non-equilibrium geometry, with ωB97M-V with the def2-TZVPD basis set.

The frontier orbital gap (spin up / spin down) is 0.2396 / 0.2670 Ha. The HOMO energy (spin up / spin down) comes out at -0.305 / -0.331 hartree. The lowest unoccupied orbital energy (spin up / spin down) is -1.7823 / -1.7514 eV.

```
! RIJCOSX wB97M-V def2-TZVPD def2/J DEFGRID3
* xyz 0 2
C -0.939 0.214 -0.530
C 0.143 -0.121 0.577
C 1.443 -0.727 -0.012
C 2.541 0.003 -0.679
N 2.968 1.180 0.122
N -2.170 0.866 -0.257
H -0.501 0.546 -1.425
H -1.402 -0.809 -0.788
H -0.422 -0.736 1.338
H 0.193 0.823 1.195
H -1.658 -1.736 -0.737
H 3.520 -0.510 -0.919
H 3.258 0.953 1.090
H 2.311 1.988 0.258
H -2.069 1.839 0.142
H -2.654 0.113 0.293
H 2.290 0.483 -1.634
H 1.561 -1.724 0.248
H -3.934 -1.650 0.957
O -3.151 -1.264 0.598
*
```

=====

Computed, not measured: a cluster of 2 separate species, C4H13N2O in total in a non-equilibrium geometry, with ωB97M-V with the def2-TZVPD basis set.

The frontier orbital gap is 0.3364 Ha. The HOMO energy comes out at -0.462 hartree. The lowest unoccupied orbital energy is -3.4158 eV.

```
! RIJCOSX wB97M-V def2-TZVPD def2/J DEFGRID3
* xyz 1 1
C -0.037 -1.169 1.671
C -1.142 -1.227 0.540
C -0.670 -0.339 -0.517
C -1.331 0.777 -0.819
N -0.515 1.768 -1.590
N 0.022 0.183 2.155
H 0.889 -1.493 1.180
H -0.174 -1.865 2.466
H -2.101 -1.009 1.066
H -1.117 -2.377 0.320
H 0.173 -0.840 -1.025
H -2.252 1.106 -0.342
H 0.252 1.247 -2.063
H -1.136 2.360 -2.161
H -0.159 2.508 -0.987
H -0.076 0.256 3.160
H 0.794 0.798 1.927
H 3.313 -0.265 -1.045
H 2.558 -0.591 -2.258
O 2.708 0.172 -1.677
*
```